(1)
15
Properties=species:S:1:pos:R:3:forces:R:3 method="wB97M-V/def2-TZVPD" lumo_ev="-1.8 / -1.8" spin_multiplicity=1 orbital_gap_ha="0.271 / 0.271" homo_energy_ev="-9.20 / -9.20"
N 2.2950 0.9891 -0.3061 -0.1 -0.1 -0.1
C 0.9039 0.7379 -0.5625 -0.2 -0.4 0.2
O 0.0813 1.6051 0.0096 0.6 0.2 -0.4
N 0.5265 -0.6621 -0.4713 -0.2 -0.4 0.4
C -0.7485 -0.9876 -0.6293 0.2 -0.2 -0.6
C -1.3798 -0.6885 1.0380 -0.4 -0.1 0.8
O -1.7585 0.5513 1.0453 -0.5 -0.1 0.4
H 2.4595 1.2910 0.6487 -0.2 -0.1 -0.2
H 2.8716 0.1852 -0.5399 -0.1 0.2 0.0
H 0.8410 0.5520 -1.7111 0.1 0.7 0.0
H -0.9262 -2.0391 -0.8510 0.0 0.0 0.1
H -1.4401 -0.2800 -1.0873 0.1 0.0 -0.1
H -0.5813 -1.0257 1.6991 0.1 0.1 0.0
H -2.2172 -1.3882 1.0307 0.1 -0.2 -0.2
H -0.9270 1.1595 0.6869 0.6 0.2 -0.4

=====

(2)
15
Properties=species:S:1:pos:R:3:forces:R:3 method="wB97M-V/def2-TZVPD" lumo_ev="0.0 / 0.0" spin_multiplicity=1 orbital_gap_ha="0.297 / 0.297" homo_energy_ev="-8.11 / -8.11"
Br 3.4724 -0.2726 0.1553 0.2 -0.1 0.1
C 1.6587 -0.5405 -0.0598 -2.1 -6.9 0.1
N 1.1321 -1.9326 -0.0138 4.9 6.6 0.0
C -0.1979 -2.0557 -0.3359 -1.8 3.1 -3.6
N -1.1483 -0.9824 0.0958 -0.3 1.7 2.0
C -0.5760 0.2906 0.1351 2.1 0.1 -1.7
N -1.1404 1.5455 0.2067 -2.1 -2.1 1.0
C -0.1596 2.4478 -0.0175 1.3 -1.3 0.1
N 0.9934 1.9192 -0.2199 0.8 -1.1 -0.1
C 0.7894 0.5429 -0.1160 -2.1 0.9 -0.1
H -0.5126 -2.0445 -1.4770 1.5 -0.4 1.5
H -0.4933 -2.9395 0.0589 -1.5 -2.7 1.1
H -1.5035 -1.0886 1.0357 -0.5 -0.9 0.3
H -2.0592 1.6548 0.6547 0.7 0.5 -0.8
H -0.2552 3.4556 -0.1022 -0.9 2.7 0.1

=====

So what do the calculations give for energy above the lowest of the compared OMol25 structures with the same formula, charge and spin? Going down the list: 528.6 102.3 kJ/mol.
So what do the calculations give for E_tot? Going down the list: -10311.47376 -81266.67536 eV.